ORCA calculation (ωB97M-V with the def2-TZVPD basis set) on a cluster of 2 separate species, H4O2 in total.

Geometry as XYZ:
```
6
Properties=species:S:1:pos:R:3
O 0.483 0.163 1.418
H 0.298 0.158 0.468
H 1.000 0.942 1.617
O -0.424 -0.166 -1.340
H -0.405 -1.134 -1.415
H -1.361 0.056 -1.291
```

Relative energy (zero: lowest compared OMol25 entry of this formula, charge and spin): 0.0 kcal/mol
SMILES: O.O
Net charge: 0
Largest force on an atom: 0.447 eV/A
Orbital gap: 11.77 eV
Total energy: -4159.939 eV